[1]
{
  "formula": "C3H5Br3Si",
  "method": "wB97M-V/def2-TZVPD",
  "relative_energy_ev": 3.569,
  "elements": ["C", "C", "C", "Si", "Br", "Br", "Br", "H", "H", "H", "H", "H"],
  "positions_angstrom": [[0.992, -0.404, 1.334], [0.389, 0.616, 0.854], [-1.666, 0.020, -1.232], [-2.944, -0.133, 0.051], [-5.033, -0.382, -0.743], [-2.527, -1.924, 1.320], [-3.033, 1.652, 1.396], [1.758, -0.303, 2.103], [0.796, -1.426, 1.046], [0.252, 1.666, 0.874], [-1.115, -0.831, -1.588], [-1.497, 0.941, -1.760]],
  "atomic_forces_ev_per_a": [[0.76, -0.70, 0.67], [-1.25, 0.04, -1.15], [0.16, 0.18, 0.74], [-0.21, -0.13, 0.42], [0.55, 0.06, 0.08], [-0.09, 0.27, -0.27], [0.03, -0.25, -0.31], [0.06, 0.12, 0.06], [-0.17, -0.14, -0.20], [0.10, 0.54, 0.13], [0.07, -0.28, -0.05], [-0.02, 0.28, -0.12]],
  "nbo_charge": [-0.518, -0.050, -0.831, 1.152, -0.274, -0.282, -0.279, 0.219, 0.228, 0.196, 0.221, 0.217]
}

=====

[2]
{
  "formula": "C3H5BrClNO3",
  "method": "wB97M-V/def2-TZVPD",
  "relative_energy_ev": 1.185,
  "elements": ["C", "C", "C", "N", "O", "O", "O", "Cl", "Br", "H", "H", "H", "H", "H"],
  "positions_angstrom": [[-0.731, -0.319, 0.275], [0.725, -0.583, -0.016], [0.775, -1.180, -1.413], [2.979, -1.683, -1.455], [3.393, -2.438, -0.670], [3.491, -1.159, -2.391], [1.574, 0.482, -0.109], [-0.120, -2.523, -1.770], [1.060, 0.017, -2.961], [-1.307, -0.028, -0.585], [-0.809, 0.437, 0.954], [-1.155, -1.216, 0.753], [1.209, -1.337, 0.786], [1.264, 1.027, -0.825]],
  "atomic_forces_ev_per_a": [[-0.08, -1.95, -0.16], [0.77, -2.17, -0.17], [3.61, 0.00, -1.04], [-3.67, 1.58, -1.57], [0.99, -1.51, 1.83], [0.92, -0.02, -0.15], [0.72, 1.15, 1.67], [-0.60, -1.13, -0.18], [-1.09, -0.55, 1.09], [-0.18, -0.04, -0.53], [-0.15, 2.17, 2.06], [-0.10, 0.29, -0.43], [-1.11, 1.46, -1.99], [-0.02, 0.74, -0.45]],
  "nbo_charge": [-0.647, -0.015, -0.114, 0.537, -0.342, -0.359, -0.689, 0.126, 0.122, 0.215, 0.230, 0.229, 0.236, 0.471]
}

=====

[3]
{
  "formula": "C3H5BrF2O3P",
  "method": "wB97M-V/def2-TZVPD",
  "total_energy_ev": -94101.263,
  "total_charge": -1,
  "elements": ["C", "C", "C", "O", "O", "O", "F", "F", "P", "Br", "H", "H", "H", "H", "H"],
  "positions_angstrom": [[0.184, 0.318, 0.758], [-0.301, 1.740, 0.407], [1.994, -1.883, -1.286], [-2.849, -0.441, -1.124], [-2.723, 0.928, 1.108], [-1.161, 1.452, -0.688], [2.822, -2.343, -2.242], [0.934, -2.739, -1.312], [-2.251, 0.448, -0.157], [2.813, -2.126, 0.618], [-0.670, -0.318, 0.796], [0.684, 0.107, -0.191], [0.789, 0.160, 1.738], [0.531, 2.475, 0.305], [-0.796, 2.222, 1.269]],
  "atomic_forces_ev_per_a": [[2.41, 1.91, 0.62], [1.20, 0.15, 3.09], [-1.45, 3.02, -0.86], [0.22, -0.52, -0.33], [-1.27, -0.21, 2.01], [0.16, 0.77, -1.01], [0.80, -1.14, -0.05], [-0.13, -1.05, 0.06], [-0.58, 1.10, -1.41], [0.75, -0.73, 0.91], [-0.88, -1.15, 0.47], [0.78, -1.11, 0.57], [-0.93, 0.27, -2.01], [-0.44, -0.87, -1.47], [-0.64, -0.42, -0.60]],
  "nbo_charge": [-0.606, -0.103, 0.259, -1.000, -1.062, -0.783, -0.406, -0.418, 2.461, -0.402, 0.144, 0.267, 0.252, 0.206, 0.190]
}

=====

[4]
{
  "formula": "C3H5BrFN",
  "method": "wB97M-V/def2-TZVPD",
  "smiles": "C=N/C=C/Br.F",
  "relative_energy_ev": 0.389,
  "elements": ["C", "N", "C", "C", "Br", "H", "H", "H", "H", "F", "H"],
  "positions_angstrom": [[-0.889, -1.270, 0.247], [-0.071, -0.392, 0.591], [0.032, 0.807, -0.199], [0.088, 0.993, -1.505], [0.432, 2.582, -2.261], [-1.508, -1.282, -0.610], [-0.833, -2.103, 0.961], [-0.004, 1.695, 0.445], [-0.036, 0.119, -2.127], [1.819, -0.449, 2.150], [0.970, -0.700, 2.308]],
  "atomic_forces_ev_per_a": [[0.79, -1.59, 1.71], [-0.29, 2.08, -1.54], [-0.47, 0.85, 1.73], [-0.35, -2.81, 0.95], [0.18, 1.75, -0.97], [-0.78, 0.11, -0.91], [-0.78, -0.32, -0.71], [0.49, -0.31, -0.14], [0.33, 0.10, -0.51], [2.59, 0.41, 0.55], [-1.70, -0.26, -0.17]],
  "nbo_charge": [-0.030, -0.421, -0.048, -0.372, 0.124, 0.163, 0.173, 0.201, 0.213, -0.565, 0.562]
}